Record 1
Entry from the OMol25 dataset: 2 unconnected molecules or ions with the total composition C26H36F3O2Si2 (wB97M-V/def2-TZVPD).

```
69
Properties=species:S:1:pos:R:3
C -3.977 1.128 -0.540
Si -3.065 -0.400 -1.058
C -4.185 -1.652 -1.836
C -1.526 -0.090 -2.044
O -2.589 -1.210 0.359
C -1.731 -0.751 1.314
C -0.426 -1.170 1.285
O -0.029 -2.100 0.380
Si -0.216 -3.770 0.585
C -1.455 -4.314 -0.682
C 1.509 -4.353 0.224
C -0.800 -4.254 2.290
C 0.600 -0.578 2.169
C -0.038 -0.124 3.478
C -1.268 0.760 3.203
C -2.324 -0.061 2.486
H -4.312 1.668 -1.435
H -4.871 0.873 0.046
H -3.357 1.817 0.047
H -4.578 -1.264 -2.784
H -3.666 -2.593 -2.046
H -5.039 -1.868 -1.184
H -1.792 0.417 -2.983
H -0.803 0.549 -1.519
H -1.028 -1.035 -2.304
H -1.610 -5.398 -0.583
H -2.426 -3.819 -0.551
H -1.085 -4.116 -1.696
H 1.583 -5.444 0.329
H 1.791 -4.077 -0.801
H 2.231 -3.894 0.912
H -0.806 -5.355 2.350
H -0.142 -3.887 3.091
H -1.829 -3.919 2.490
H 1.429 -1.274 2.354
H 1.027 0.284 1.631
H -0.361 -1.015 4.041
H 0.694 0.401 4.107
H -1.653 1.166 4.148
H -0.969 1.619 2.584
H -3.171 0.557 2.176
H -2.705 -0.837 3.174
F 4.093 -0.759 -4.675
C 4.879 -0.504 -3.587
F 5.264 -1.717 -3.093
F 6.018 0.111 -4.043
C 4.168 0.321 -2.564
C 4.332 0.012 -1.218
C 3.559 0.666 -0.286
C 2.624 1.671 -0.670
C 1.786 2.210 0.339
C 0.934 3.342 0.255
C 0.751 4.113 1.442
C -0.021 5.262 1.432
C -0.623 5.699 0.244
C -0.462 4.956 -0.934
C 0.264 3.770 -0.929
C 2.679 2.106 -2.027
C 3.379 1.390 -2.976
H 5.049 -0.750 -0.929
H 3.660 0.396 0.766
H 1.953 1.820 1.344
H 1.245 3.774 2.355
H -0.167 5.816 2.360
H -1.238 6.601 0.248
H -0.925 5.298 -1.861
H 0.294 3.145 -1.822
H 2.146 2.991 -2.349
H 3.325 1.647 -4.029
```

Output
**Net charge**: +1
**LUMO**: -0.2283 Ha
**Kohn-Sham gap**: 3.703 eV
**DFT total energy**: -2041.264500 Ha

Record 2
Entry from the OMol25 dataset: a molecular structure, C26H36IN8O2Sn (wB97M-V/def2-TZVPD).

```
74
Properties=species:S:1:pos:R:3
Sn -1.183 0.770 -0.141
C 2.610 0.478 -1.369
C 2.985 -0.096 -0.052
N 4.190 -0.609 0.084
C 4.565 -1.108 1.257
C 3.745 -1.143 2.438
C 4.367 -1.836 3.640
O 3.979 -1.336 4.898
C 2.473 -0.635 2.353
C 1.611 -0.593 3.543
N 0.410 -0.173 3.575
C -0.506 -0.297 4.538
C -0.766 -1.565 5.145
C -1.648 -1.653 6.175
C -2.329 -0.492 6.630
C -2.133 0.747 6.024
C -1.254 0.856 4.971
I -0.936 2.683 4.082
C 2.023 -0.105 1.076
O 0.858 0.318 0.902
H 3.126 -0.071 -2.155
H 2.956 1.516 -1.419
H 1.536 0.467 -1.541
H 5.573 -1.508 1.289
H 5.451 -1.818 3.526
H 4.052 -2.883 3.600
H 4.605 -0.671 5.205
H 2.107 -0.893 4.467
H -0.225 -2.434 4.793
H -1.816 -2.604 6.662
H -3.014 -0.567 7.465
H -2.668 1.615 6.383
C -1.169 3.174 -5.022
N -0.540 3.591 -3.770
C 0.070 4.931 -3.729
C 0.325 5.175 -2.242
N -0.017 3.881 -1.651
C 0.039 3.664 -0.234
C -0.534 3.012 -2.559
N -0.912 1.789 -2.196
C -1.338 0.775 -3.165
C -2.418 -0.053 -2.500
N -1.801 -0.917 -1.494
C -1.663 -2.231 -1.643
N -1.220 -3.003 -0.623
C -0.824 -2.519 0.669
C -1.022 -4.395 -1.019
C -1.609 -4.419 -2.431
N -1.915 -3.007 -2.708
C -2.494 -2.687 -4.011
H -1.070 3.998 -5.723
H -2.233 2.983 -4.897
H -0.680 2.308 -5.465
H -0.608 5.665 -4.160
H 0.988 4.939 -4.316
H -0.309 5.965 -1.838
H 1.362 5.434 -2.036
H 0.525 4.517 0.234
H 0.629 2.772 0.014
H -0.960 3.569 0.207
H -0.487 0.130 -3.407
H -1.729 1.181 -4.090
H -3.031 -0.569 -3.226
H -3.095 0.635 -1.978
H 0.140 -2.006 0.640
H -0.739 -3.368 1.345
H -1.576 -1.837 1.075
H -1.540 -5.066 -0.337
H 0.039 -4.654 -1.014
H -2.513 -5.024 -2.500
H -0.898 -4.793 -3.165
H -2.469 -3.595 -4.608
H -1.917 -1.929 -4.538
H -3.535 -2.378 -3.934
```

Output
**Net charge**: +3
**LUMO (spin up / spin down)**: -0.3950 / -0.4009 Ha
**Kohn-Sham gap (spin up / spin down)**: 5.434 / 5.271 eV
**DFT total energy**: -2111.896168 Ha

Across the entries above, max |F| takes the values 2.38 0.75 eV Å⁻¹, respectively.